{
  "formula": "C43H37AsN12PSTc",
  "method": "the ωB97M-V functional and the def2-TZVPD basis",
  "symbols": ["Tc", "C", "N", "C", "C", "N", "C", "P", "C", "N", "C", "C", "N", "C", "C", "N", "C", "C", "N", "C", "H", "H", "H", "H", "H", "H", "H", "H", "H", "H", "H", "H", "H", "H", "H", "C", "N", "C", "C", "N", "C", "S", "C", "C", "C", "C", "C", "N", "H", "H", "H", "H", "H", "H", "H", "H", "H", "N", "C", "C", "C", "N", "C", "N", "C", "C", "C", "C", "C", "C", "As", "C", "C", "C", "C", "C", "C", "C", "C", "C", "C", "C", "C", "H", "H", "H", "H", "H", "H", "H", "H", "H", "H", "H", "H", "H"],
  "positions_angstrom": [[0.0138, 0.7876, 0.1591], [1.3831, 5.4439, 3.0164], [0.5995, 4.5514, 2.1357], [-0.6522, 4.8279, 1.6376], [-1.0258, 3.7472, 0.9067], [-0.0128, 2.8096, 0.9494], [0.9555, 3.3281, 1.7044], [2.5131, 2.4555, 2.0930], [2.8504, 1.8984, 0.3942], [2.0535, 1.1959, -0.4081], [2.7711, 0.9195, -1.5487], [4.0011, 1.4835, -1.4379], [4.0393, 2.1018, -0.2133], [5.1926, 2.8724, 0.3076], [1.6789, 0.9461, 2.6956], [0.8714, 0.1641, 1.9729], [0.5164, -0.9084, 2.7704], [1.1204, -0.7586, 3.9759], [1.8500, 0.4084, 3.9135], [2.6243, 0.9722, 5.0386], [0.8975, 6.4129, 3.0445], [2.3900, 5.5644, 2.6288], [1.4243, 5.0391, 4.0232], [-1.1633, 5.7549, 1.8437], [-1.9449, 3.5943, 0.3705], [2.3860, 0.2961, -2.3428], [4.8401, 1.4937, -2.1161], [5.9492, 2.9184, -0.4679], [5.6031, 2.3811, 1.1859], [4.8840, 3.8821, 0.5601], [-0.1233, -1.7041, 2.4221], [1.0899, -1.3700, 4.8645], [3.0365, 0.1562, 5.6223], [1.9763, 1.5733, 5.6702], [3.4376, 1.5809, 4.6574], [-4.9822, -0.4973, 1.5017], [-4.5696, 0.2995, 0.3334], [-5.4108, 0.7283, -0.6830], [-4.6630, 1.4070, -1.5550], [-3.3431, 1.4013, -1.0615], [-3.3217, 0.6947, 0.0972], [-2.0478, 0.3211, 1.1852], [-2.2858, 2.0604, -1.7649], [-2.6605, 3.0624, -2.6471], [-1.7268, 3.6094, -3.5039], [-0.4315, 3.1228, -3.4639], [-0.1242, 2.1980, -2.4992], [-1.0108, 1.6782, -1.6166], [-6.0561, -0.6413, 1.4499], [-4.7282, 0.0295, 2.4174], [-4.4775, -1.4609, 1.4792], [-6.4665, 0.5130, -0.6888], [-4.9414, 1.8383, -2.4981], [-3.6758, 3.4261, -2.6585], [-2.0157, 4.3909, -4.1956], [0.3351, 3.4720, -4.1415], [0.8874, 1.8431, -2.4117], [2.7933, -1.6525, -0.2734], [3.4096, -1.7251, 0.6912], [4.1166, -1.7463, 1.9209], [4.5429, -0.4850, 2.4451], [4.7852, 0.5797, 2.8300], [4.1685, -2.9358, 2.6712], [4.1313, -3.9126, 3.2895], [1.4149, -3.0788, -5.0700], [1.5587, -3.9121, -3.9707], [1.1938, -3.4733, -2.7032], [0.6858, -2.1957, -2.5520], [0.5604, -1.3453, -3.6430], [0.9257, -1.7900, -4.9074], [-0.0148, -1.6235, -0.8517], [-1.8918, -1.8638, -1.3219], [-2.6018, -1.2455, -2.3453], [-3.9335, -1.5832, -2.5555], [-4.5513, -2.5198, -1.7292], [-3.8293, -3.1497, -0.7216], [-2.4864, -2.8404, -0.5361], [-1.5539, -3.5524, 0.3795], [-1.9093, -4.6191, 1.1930], [-0.9461, -5.3009, 1.9241], [0.3879, -4.9201, 1.8472], [0.7516, -3.8448, 1.0510], [-0.2149, -3.1603, 0.3195], [1.6792, -3.4359, -6.0575], [1.9480, -4.9138, -4.0981], [1.3099, -4.1285, -1.8508], [0.1811, -0.3346, -3.5190], [0.8210, -1.1376, -5.7651], [-2.1218, -0.5278, -3.0023], [-4.4860, -1.1343, -3.3739], [-5.5886, -2.7863, -1.8950], [-4.3093, -3.9091, -0.1140], [-2.9437, -4.9352, 1.2538], [-1.2344, -6.1460, 2.5371], [1.1465, -5.4560, 2.4045], [1.7946, -3.5749, 0.9944]],
  "forces_ev_per_a": [[0.62, -0.06, 0.26], [-0.07, -0.14, -0.12], [0.03, 0.04, 0.04], [0.18, 0.01, 0.08], [0.05, -0.15, -0.04], [-0.34, 0.24, -0.09], [0.00, 0.02, -0.09], [0.31, 0.20, 0.45], [0.71, 0.23, 0.10], [-0.63, -0.11, -0.24], [-0.09, -0.24, -0.20], [-0.05, 0.18, 0.20], [0.00, 0.03, 0.10], [-0.15, -0.21, 0.06], [0.52, 0.01, 0.32], [-0.75, -0.13, -0.50], [-0.14, -0.08, -0.01], [0.12, 0.26, -0.07], [-0.13, 0.08, -0.01], [-0.07, 0.03, -0.12], [-0.06, 0.02, -0.04], [0.02, -0.03, -0.06], [-0.04, -0.06, 0.03], [0.06, -0.05, 0.00], [-0.02, -0.01, 0.01], [0.05, -0.01, 0.10], [-0.05, -0.02, 0.08], [-0.02, -0.04, -0.07], [-0.05, -0.13, 0.06], [-0.08, 0.04, -0.04], [0.06, 0.07, 0.03], [0.07, 0.02, -0.09], [0.05, -0.08, -0.06], [-0.16, -0.03, 0.00], [0.06, -0.09, -0.11], [0.04, 0.03, -0.12], [-0.38, -0.24, 0.23], [0.06, -0.16, 0.53], [0.47, 0.12, 0.01], [0.10, 0.43, -0.32], [-0.10, 0.05, -0.41], [0.14, 0.06, 0.16], [-0.58, -0.18, 0.20], [-0.05, 0.05, 0.02], [-0.02, 0.07, -0.09], [-0.03, 0.07, -0.05], [0.22, -0.05, 0.09], [0.27, -0.25, 0.15], [-0.02, 0.00, -0.01], [-0.02, 0.07, 0.02], [0.00, -0.01, -0.06], [0.06, -0.06, 0.02], [0.06, 0.01, 0.02], [0.00, -0.02, -0.01], [0.01, -0.02, 0.01], [0.00, -0.01, 0.03], [0.05, 0.05, 0.04], [-1.13, -0.02, -1.47], [1.40, 0.16, 2.32], [-0.14, 1.11, -0.54], [-0.51, -1.07, -0.56], [0.05, 0.27, -0.14], [-0.08, -0.54, 0.44], [-0.02, 0.34, -0.26], [-0.01, -0.02, -0.03], [-0.07, -0.03, 0.04], [0.10, -0.15, 0.06], [0.34, 0.39, 0.05], [0.10, 0.10, -0.14], [-0.05, 0.08, 0.06], [-0.45, -0.89, -0.45], [-0.06, 0.50, -0.23], [0.00, -0.06, 0.09], [0.00, -0.07, 0.00], [0.10, 0.01, 0.05], [-0.19, -0.03, -0.10], [0.19, -0.32, 0.40], [-0.41, 0.21, -0.22], [-0.12, -0.12, 0.12], [-0.03, 0.02, -0.03], [-0.10, -0.04, 0.03], [0.23, 0.19, -0.14], [0.39, 0.15, 0.29], [0.03, 0.03, 0.05], [0.00, 0.02, 0.02], [0.01, -0.03, 0.02], [-0.04, -0.04, -0.05], [0.00, 0.00, 0.03], [0.00, -0.06, -0.02], [0.04, -0.06, 0.04], [0.05, -0.01, 0.00], [0.03, 0.02, -0.08], [0.05, -0.03, -0.04], [0.00, 0.06, 0.00], [0.00, 0.04, -0.05], [0.00, 0.09, -0.02]],
  "charge": 3,
  "e_homo_ev": [-14.04, -13.99],
  "e_above_lowest_kj_mol": 110.3,
  "multiplicity": 4,
  "molar_mass_da": 957.8,
  "fmax_ev_per_a": 2.7
}

{
  "formula": "C43H37BiI2N3OP2",
  "method": "the ωB97M-V functional and the def2-TZVPD basis",
  "symbols": ["Bi", "C", "P", "C", "C", "C", "C", "C", "C", "C", "C", "C", "C", "C", "C", "C", "C", "C", "C", "C", "P", "C", "C", "C", "C", "C", "C", "C", "C", "C", "C", "C", "C", "N", "H", "H", "H", "H", "H", "H", "H", "H", "H", "H", "H", "H", "H", "H", "H", "H", "H", "H", "H", "H", "H", "H", "H", "H", "H", "H", "I", "C", "C", "C", "I", "C", "O", "C", "C", "N", "C", "C", "C", "C", "C", "C", "N", "C", "H", "H", "H", "H", "H", "H", "H", "H", "H", "H", "H"],
  "positions_angstrom": [[11.7285, 5.1347, 14.1903], [12.4850, 4.2296, 11.0804], [10.9428, 5.0784, 11.6570], [10.9010, 6.6722, 10.8630], [10.6391, 6.7675, 9.5096], [10.5624, 8.0068, 8.8953], [10.7396, 9.1476, 9.7174], [10.9704, 9.0516, 11.0516], [11.0761, 7.7974, 11.6154], [9.4883, 4.2470, 11.0878], [9.4911, 2.8706, 11.2271], [8.2739, 2.1744, 11.0867], [7.1530, 2.9006, 10.6646], [7.1143, 4.2355, 10.5225], [8.2858, 4.9317, 10.8259], [13.6292, 5.0898, 11.6289], [14.7831, 5.5673, 11.0890], [15.4086, 6.3942, 12.0865], [14.6060, 6.3383, 13.2190], [14.7091, 6.8826, 14.6177], [13.3406, 7.9613, 15.1071], [13.7264, 8.2529, 16.8377], [15.0437, 8.5156, 17.3124], [15.1795, 8.7260, 18.6420], [14.0949, 8.6642, 19.5627], [12.8394, 8.3429, 19.0813], [12.6249, 8.2628, 17.6963], [13.9163, 9.5410, 14.3243], [13.9407, 10.7128, 15.1160], [14.5876, 11.8351, 14.6314], [15.2657, 11.7524, 13.4632], [15.1484, 10.6752, 12.6881], [14.4304, 9.5706, 13.0744], [13.5111, 5.5342, 12.9723], [12.5343, 4.1697, 9.9785], [12.5101, 3.2828, 11.5667], [10.4231, 5.8749, 8.8769], [10.3324, 8.1501, 7.7904], [10.6059, 10.1287, 9.2743], [10.9488, 9.9424, 11.7024], [11.1333, 7.7139, 12.6666], [10.3767, 2.3379, 11.4016], [8.1874, 1.0796, 11.0278], [6.2654, 2.3591, 10.4154], [6.1540, 4.6770, 10.1867], [8.3336, 5.9782, 10.6584], [15.1694, 5.3178, 10.1046], [16.3710, 6.9250, 12.0284], [15.6023, 7.5286, 14.7620], [14.8237, 6.0448, 15.2829], [15.8404, 8.5212, 16.5850], [16.1795, 8.8339, 19.0597], [14.2770, 8.8130, 20.6448], [12.0032, 8.1720, 19.7143], [11.6680, 7.8531, 17.3285], [13.5249, 10.6741, 16.1614], [14.6237, 12.6468, 15.3081], [15.9087, 12.5540, 13.0774], [15.7843, 10.6368, 11.7577], [14.4245, 8.7434, 12.3967], [11.2614, -0.5485, 18.7872], [11.5697, 0.6339, 17.0655], [12.8529, 1.0286, 16.6847], [12.9279, 1.7711, 15.5641], [14.7764, 2.3390, 14.8028], [11.8128, 2.2652, 14.8830], [12.0099, 3.0742, 13.8490], [10.5058, 1.9240, 15.2565], [9.2348, 2.4011, 14.7129], [9.1630, 3.8719, 14.8503], [8.7554, 4.2787, 16.1930], [9.8247, 3.9907, 17.2773], [9.3805, 3.5951, 18.5242], [10.3116, 3.5742, 19.5509], [11.6301, 3.7894, 19.2362], [11.9580, 4.1966, 17.9834], [11.0404, 4.3916, 17.0174], [10.4457, 1.0596, 16.3696], [13.7677, 0.6977, 17.2305], [8.3577, 1.9106, 15.1144], [9.3387, 2.2113, 13.5953], [8.4031, 4.1773, 14.2613], [7.8509, 3.7825, 16.5469], [8.5788, 5.4007, 16.1629], [8.3251, 3.3750, 18.6806], [10.0462, 3.2480, 20.5249], [12.3363, 3.6250, 19.9962], [12.9884, 4.3354, 17.6658], [9.4648, 0.7983, 16.7159]],
  "forces_ev_per_a": [[-0.20, 0.44, 0.61], [0.62, 1.52, -0.25], [0.83, 0.20, -0.92], [0.15, -0.53, 0.09], [-0.43, -0.56, -2.04], [0.02, 0.92, -0.31], [-0.52, 0.09, -1.95], [-0.10, 0.65, 1.19], [-0.39, 0.50, 0.09], [-0.99, -0.03, 0.74], [-2.30, -0.82, -0.35], [0.40, 0.40, -1.31], [-0.03, -2.48, 0.50], [0.10, 1.86, 0.13], [0.21, -0.37, -0.83], [-1.06, -0.34, 1.02], [0.25, 0.30, 0.01], [0.02, -0.17, 0.76], [0.03, -0.17, -0.14], [1.70, 0.65, -0.83], [-0.90, 0.52, -0.72], [-0.11, 0.60, 0.30], [-2.08, -0.44, -1.08], [0.58, 0.03, 2.09], [0.48, -0.19, -0.28], [0.29, 0.75, -0.66], [0.68, -1.77, 0.22], [-1.09, -0.11, 2.31], [-0.41, -0.89, 0.54], [-0.86, -0.79, 1.91], [1.23, 2.68, -0.71], [1.43, -1.37, -2.91], [0.60, -0.22, -1.16], [0.32, -0.14, -1.76], [-0.14, -0.11, 0.53], [-0.02, -1.03, 0.06], [0.34, 0.60, 0.73], [0.36, -0.41, 1.69], [0.10, -0.06, -0.03], [0.31, -0.52, -0.50], [0.41, -0.01, 1.12], [1.17, -0.64, 0.37], [0.37, 0.57, 0.47], [-0.41, -0.44, -0.01], [1.04, 0.14, 0.29], [-0.07, 0.89, 0.19], [-0.14, 0.23, 0.21], [-0.68, -0.37, -0.07], [-0.20, -0.71, -0.40], [-0.11, -0.38, 0.62], [0.34, 0.09, 0.30], [-0.16, 0.28, -0.08], [-0.10, -0.20, -0.86], [-0.46, 0.08, 0.67], [0.39, 0.73, 0.11], [0.44, 0.26, -1.32], [0.21, 1.07, 0.21], [-0.37, -0.10, 0.51], [-1.06, -0.03, 0.87], [-0.19, -0.52, -0.04], [0.17, 0.24, -0.31], [-0.35, -0.08, 0.49], [0.13, -1.58, 1.49], [0.39, 1.09, -1.15], [0.30, 0.13, 0.06], [-1.04, -0.29, -0.16], [-0.06, 0.70, -1.08], [1.60, -2.11, 2.72], [1.00, 1.04, -2.90], [-0.42, -0.05, 0.11], [0.86, 0.85, 0.85], [-2.16, 1.37, -0.81], [-0.02, 0.09, 0.59], [-0.76, -0.71, -0.90], [-0.37, 0.06, 0.41], [0.38, 0.26, -1.44], [1.46, -0.47, 0.08], [0.33, 0.40, -0.29], [-0.98, 0.31, -0.50], [-0.11, -0.31, 0.16], [-0.75, 0.18, 1.26], [-0.05, 0.19, -0.51], [-0.33, 0.02, -0.27], [0.11, -1.27, 0.17], [0.31, -0.05, 0.03], [-0.28, -0.07, 0.77], [1.11, -0.01, 0.65], [-0.01, 0.21, 0.25], [-0.27, -0.30, 0.25]],
  "charge": 1,
  "e_homo_ev": -10.07,
  "e_above_lowest_kj_mol": 140.6,
  "molar_mass_da": 1136.5,
  "fmax_ev_per_a": 3.8
}